Molecular formula: C35H37CrN5P
Method: DFT, the ωB97M-V functional and the def2-TZVPD basis

Positions of all 79 atoms, in Å:
Cr -0.2676 0.7540 -0.5237
C -4.7628 1.6424 0.4019
C -3.7658 0.8893 -0.4396
C -3.4434 -0.4255 -0.0845
C -4.1177 -1.0766 1.0915
C -2.4690 -1.1436 -0.7913
C -2.1038 -2.5308 -0.3301
C -1.8663 -0.5673 -1.9242
C -0.9713 -1.3761 -2.8408
C -2.1918 0.7600 -2.2893
C -1.6372 1.3568 -3.5621
C -3.1398 1.4874 -1.5430
C -3.5059 2.8676 -2.0232
H -4.6405 1.4000 1.4560
H -5.7887 1.3922 0.1208
H -4.6513 2.7189 0.3150
H -3.5301 -0.9205 2.0025
H -4.2243 -2.1490 0.9479
H -5.1110 -0.6742 1.2679
H -2.0526 -2.5734 0.7569
H -1.1370 -2.8549 -0.7054
H -2.8505 -3.2630 -0.6488
H 0.0816 -1.0841 -2.7861
H -1.2811 -1.2448 -3.8778
H -1.0236 -2.4378 -2.6213
H -1.4290 2.4199 -3.4552
H -2.3649 1.2542 -4.3723
H -0.7183 0.8744 -3.8820
H -2.6576 3.5543 -1.9651
H -4.3230 3.3084 -1.4646
H -3.8134 2.8365 -3.0698
C 5.7666 0.8927 0.2729
C 4.7291 1.8049 0.4202
C 3.4283 1.3525 0.5597
C 3.1536 -0.0157 0.5587
C 4.1972 -0.9243 0.4183
C 5.4999 -0.4670 0.2754
P 1.4124 -0.4981 0.7255
C 1.3547 -2.2872 0.4453
C 1.7047 -2.7593 -0.8211
C 1.5992 -4.1067 -1.1181
C 1.1358 -4.9954 -0.1551
C 0.7863 -4.5324 1.1036
C 0.8947 -3.1816 1.4061
C 0.9385 -0.1583 2.4252
C 1.6269 -0.6300 3.5150
C 1.2197 -0.2706 4.8118
C 0.1625 0.5811 4.9798
C -0.5349 1.1182 3.8735
C -1.5716 2.0692 4.0429
C -2.1684 2.6229 2.9501
C -1.7888 2.2204 1.6480
C -0.8263 1.2694 1.4085
C -0.1629 0.7334 2.5615
H 6.7836 1.2444 0.1628
H 4.9356 2.8670 0.4299
H 2.6198 2.0659 0.6906
H 3.9995 -1.9883 0.4229
H 6.3085 -1.1781 0.1705
H 2.0650 -2.0670 -1.5749
H 1.8753 -4.4671 -2.1004
H 1.0498 -6.0483 -0.3883
H 0.4261 -5.2222 1.8550
H 0.6061 -2.8256 2.3856
H 2.4893 -1.2736 3.3841
H 1.7549 -0.6549 5.6691
H -0.1427 0.8782 5.9759
H -1.8570 2.3626 5.0454
H -2.9391 3.3736 3.0725
H -2.3023 2.6941 0.8168
N 4.2301 0.7852 -3.3972
N 3.0875 1.3869 -2.9119
N 3.0200 2.6769 -2.6906
C 1.8198 2.7842 -2.1448
N 1.2121 1.5977 -2.0492
N 2.0473 0.7010 -2.5487
H 4.7598 1.5029 -3.8801
H 3.9549 0.0537 -4.0436
H 1.3964 3.7179 -1.8188

Summary:
LUMO level (alpha / beta) ... -0.0936 / -0.0821 hartree
Charge ... +1
2S+1 ... 5
E ... -82050.321 eV
Highest occupied orbital energy (alpha / beta) ... -10.16 / -10.36 eV
HOMO-LUMO gap (alpha / beta) ... 0.2798 / 0.2988 Ha
ΔE to the lowest compared entry with this formula, charge and spin ... 8.2 kcal per mole
Maximum force ... 0.3 eV/Å